[1]
Here is 15 unconnected molecules or ions with the total composition H31O15 at a distorted geometry from OMol25. Energies are from ωB97M-V/def2-TZVPD.

Geometry as XYZ:
```
46
Properties=species:S:1:pos:R:3:forces:R:3
O 1.736 3.628 -1.489 0.5477 -1.1690 -2.5758
H 1.801 -1.494 1.104 -0.1719 -0.2107 2.1485
H 1.810 4.555 -1.307 0.2673 0.8193 0.1540
O 2.425 -1.183 3.015 -1.2354 0.4238 -0.3559
H 2.795 -0.280 3.092 0.5473 -1.4032 0.0175
H 2.999 -1.955 3.051 0.6849 0.8731 0.2702
O 1.567 -1.369 0.215 1.5928 0.7268 -2.9092
H 2.142 1.581 0.735 0.5195 0.0400 0.4727
H 0.658 -1.424 -0.012 -0.9079 -0.2981 0.7588
O 1.946 0.570 -1.880 -1.2290 -0.2182 -0.5450
H 2.137 -0.378 -1.934 0.2763 0.5089 0.3273
H 2.795 0.965 -1.699 0.5834 -0.2843 0.0799
O -2.228 2.550 2.336 1.3404 0.4139 0.1396
H -1.362 2.846 1.977 -0.6640 -0.5951 0.2744
H -2.672 3.390 2.420 -0.5701 0.2904 0.3318
O 2.808 2.270 0.553 -1.0739 -0.8827 -1.1803
H -1.109 -0.945 2.098 0.3068 0.4536 1.1910
H -3.139 2.032 -0.576 0.4292 -0.8536 1.7837
O -0.973 -1.493 1.327 -0.0993 -0.5750 -0.7298
H -0.252 -2.106 1.547 -0.3937 0.0867 0.0452
H -2.122 1.012 -0.561 1.2127 -0.0359 -0.5304
O 0.633 -4.056 0.092 -0.8199 -0.1374 0.5803
H 0.877 -4.362 -0.775 0.4189 -0.0933 -0.5967
H -0.124 -4.621 0.304 0.1989 0.0830 0.1025
O -2.656 1.451 0.104 -0.9765 0.6989 -2.5462
H 2.514 2.415 -0.388 0.6530 0.7167 1.2779
H -2.880 -0.270 0.092 -1.7866 -0.1882 1.1251
O 4.440 -0.415 -1.438 0.2281 0.4158 -0.2449
H -0.502 3.113 -2.926 0.0925 -1.0509 -0.3301
O -1.159 -0.363 -2.191 1.7904 -1.2960 -0.3581
H -0.351 -0.486 -1.650 -0.5786 0.3681 0.4166
H -0.663 -0.478 -3.039 -1.1115 0.7291 0.1668
O -3.074 -2.439 -1.780 2.8643 0.7761 0.2649
H -3.782 -2.270 -2.393 -0.2701 0.1773 -0.6211
H -2.171 -2.100 -2.175 -2.5661 -0.5146 0.7700
O -3.420 -1.098 0.397 2.1804 1.6553 1.2082
H -2.922 -1.264 1.322 -0.9873 -0.6808 -2.8872
H -3.172 -1.637 -0.458 -0.3065 -1.4828 0.3951
O -0.414 2.130 -2.944 -0.2648 1.5303 0.6754
H 2.134 3.480 -2.412 -0.9683 0.4841 1.9412
H -0.074 1.978 -2.044 0.2209 -0.1860 -0.5487
O -1.755 -0.232 3.729 -0.6980 -0.5363 -1.4069
H -2.048 0.628 3.375 0.5127 0.1955 0.9040
H -1.170 -0.204 4.482 0.1112 0.6919 0.2126
H 4.288 -1.363 -1.462 0.2273 -0.0287 0.4383
H 4.807 -0.152 -0.584 -0.1273 -0.4382 -0.1071
```
Forces are in eV/Å.

Multiplicity = 1
Charge = +1
Orbital gap = 10.32 eV



[2]
Here is a molecular structure, C33H57N5O5P2SSi2Sn from OMol25. Energies are from ωB97M-V/def2-TZVPD.

Geometry as XYZ:
```
106
Properties=species:S:1:pos:R:3:forces:R:3
Sn -1.122 -0.361 -0.377 -0.3518 -0.3786 -0.2276
C 0.699 -2.078 -3.783 0.0083 0.1344 -0.0034
P 1.049 -0.861 -2.443 0.0579 -0.1426 -0.1772
C 1.391 0.639 -3.487 -0.2401 0.0645 0.1928
N 2.537 0.775 -4.082 0.0734 -0.0645 -0.0372
C 2.777 1.938 -4.755 0.0325 0.0218 -0.0470
C 4.028 2.138 -5.381 -0.0193 -0.0599 0.0439
C 4.284 3.310 -6.033 -0.0854 0.1384 -0.0473
C 3.301 4.327 -6.092 0.1474 -0.0799 -0.0365
C 2.083 4.145 -5.503 -0.0609 -0.0200 0.0413
C 1.801 2.940 -4.822 0.0387 0.0392 -0.0536
N 0.578 2.766 -4.241 -0.0991 0.0933 -0.0651
C 0.361 1.668 -3.584 0.0927 -0.1892 0.2401
P -1.255 1.399 -2.699 -0.0633 -0.0967 -0.3561
C -2.177 0.492 -4.015 0.1188 0.0027 0.1174
C -2.135 3.048 -2.676 0.1507 0.0985 0.1577
C -2.517 3.566 -4.064 -0.0068 -0.0286 -0.0073
C -3.408 2.811 -1.847 0.0109 -0.0489 -0.0487
C -1.257 4.073 -1.946 0.0166 -0.0841 -0.0701
C 2.715 -1.469 -1.827 0.0488 0.2268 0.0495
C 3.386 -0.341 -1.032 -0.0236 -0.0823 0.0393
C 3.665 -1.985 -2.910 -0.0411 0.0308 -0.0167
C 2.367 -2.612 -0.866 -0.0308 0.0219 0.0116
H 1.380 -1.941 -4.623 0.0232 -0.0771 -0.0088
H -0.329 -1.969 -4.123 -0.0307 0.0106 0.0111
H 0.797 -3.083 -3.376 -0.0274 -0.0033 0.0046
H 4.766 1.348 -5.317 -0.0317 0.0043 0.0298
H 5.246 3.467 -6.506 -0.0040 0.0174 0.0018
H 3.520 5.256 -6.602 0.0143 -0.0141 -0.0038
H 1.316 4.909 -5.529 -0.0088 -0.0246 0.0233
H -1.896 0.821 -5.016 -0.0494 0.0254 -0.0105
H -3.247 0.628 -3.852 0.0051 -0.0092 -0.0059
H -1.991 -0.575 -3.909 0.0430 -0.0360 -0.0593
H -3.245 2.913 -4.550 0.0201 0.0229 0.0053
H -1.644 3.672 -4.707 -0.0265 0.0115 0.0176
H -2.982 4.552 -3.946 -0.0099 -0.0301 -0.0066
H -4.051 2.038 -2.274 0.0144 0.0296 0.0080
H -3.973 3.748 -1.802 0.0206 0.0072 -0.0034
H -3.170 2.497 -0.831 -0.0097 0.0304 0.0078
H -0.349 4.308 -2.501 -0.0261 0.0036 -0.0027
H -0.963 3.704 -0.965 -0.0064 0.0192 0.0130
H -1.830 4.997 -1.809 -0.0020 -0.0282 0.0029
H 3.616 0.519 -1.662 0.0109 -0.0293 0.0287
H 4.322 -0.715 -0.603 -0.0059 -0.0354 -0.0230
H 2.746 0.008 -0.220 0.0940 -0.0622 -0.0731
H 3.852 -1.227 -3.669 0.0191 -0.0239 0.0236
H 3.278 -2.885 -3.394 0.0009 0.0247 0.0038
H 4.619 -2.246 -2.436 -0.0244 -0.0293 -0.0065
H 1.678 -2.280 -0.088 0.0647 -0.0263 0.0154
H 3.284 -2.969 -0.385 -0.0165 -0.0085 -0.0373
H 1.903 -3.456 -1.387 0.0171 0.0087 0.0161
O -3.272 -3.550 -2.208 0.0822 0.0005 -0.0389
C -2.817 -2.474 -1.864 -0.0599 0.0215 0.0524
O -1.593 -2.258 -1.491 0.1531 0.2103 0.0370
C -3.703 -1.188 -1.847 0.0176 0.0330 -0.0118
O -4.695 -1.110 -2.552 -0.0347 -0.0093 0.0727
O -3.242 -0.251 -1.086 0.0741 0.0310 0.0686
C 0.944 -3.312 3.778 -0.0385 0.0068 -0.0492
N 0.382 -4.165 2.737 0.0200 0.0349 0.0094
C 0.280 -5.580 3.033 -0.0254 0.0825 -0.0200
C -0.135 -3.619 1.603 0.0379 0.0984 0.0189
C -0.761 -4.573 0.612 -0.0629 0.0463 0.0060
O -0.073 -2.412 1.383 -0.0028 -0.3005 0.0191
H 0.695 -2.270 3.588 -0.0425 0.0032 -0.0173
H 0.512 -3.582 4.743 -0.0079 -0.0007 0.0012
H 2.031 -3.435 3.829 -0.0101 0.0149 -0.0095
H 0.988 -5.813 3.827 0.0161 -0.0141 -0.0021
H 0.528 -6.195 2.168 -0.0005 0.0088 -0.0019
H -0.722 -5.858 3.380 0.0070 0.0098 0.0230
H -1.520 -5.196 1.090 0.0356 -0.0188 -0.0213
H 0.005 -5.230 0.189 -0.0413 -0.0084 0.0249
H -1.213 -3.997 -0.192 0.0524 -0.0091 0.0337
C -3.702 -0.281 3.250 -0.1166 0.0211 -0.0784
Si -2.304 -0.649 4.468 -0.0306 -0.0269 0.0741
C -2.896 0.003 6.150 -0.0402 0.0785 0.1179
C -2.420 -2.549 4.662 -0.0928 -0.1895 -0.0336
C -0.727 -0.001 3.986 0.0840 -0.1308 -0.3030
Si 0.552 0.810 4.897 0.0757 0.0296 0.0045
C 1.574 1.992 3.820 0.1407 0.0940 -0.0730
C 1.887 -0.298 5.710 0.1134 -0.0264 0.1150
C -0.044 1.855 6.368 -0.0782 0.0552 0.1353
H -4.647 -0.753 3.547 0.0439 0.0191 -0.0208
H -3.453 -0.637 2.244 -0.0145 0.0205 0.0417
H -3.861 0.798 3.169 0.0115 -0.0462 -0.0117
H -3.906 -0.351 6.390 0.0654 -0.0113 -0.0315
H -2.911 1.098 6.142 -0.0213 -0.0879 0.0319
H -2.224 -0.312 6.957 -0.0662 0.0176 -0.0510
H -3.446 -2.878 4.877 0.0610 0.0095 -0.0052
H -1.770 -2.907 5.469 -0.0024 0.0309 -0.0334
H -2.104 -3.037 3.731 -0.0082 0.0299 0.0770
H -0.462 -0.242 2.944 -0.0126 0.0911 0.2341
H 1.668 1.605 2.798 -0.0060 0.0264 0.0749
H 2.586 2.149 4.212 -0.0738 0.0068 -0.0171
H 1.089 2.974 3.761 0.0081 -0.0705 -0.0215
H 2.498 -0.793 4.945 -0.0350 0.0010 0.0324
H 1.412 -1.080 6.316 0.0318 0.0424 -0.0412
H 2.562 0.277 6.360 -0.0233 -0.0546 -0.0584
H -0.870 2.505 6.061 0.0685 -0.0200 0.0259
H 0.767 2.485 6.755 -0.0252 -0.0566 -0.0257
H -0.404 1.227 7.190 0.0255 0.0647 -0.0462
S 2.549 3.991 -0.382 0.0029 -0.0530 0.0349
C 1.715 2.587 -0.604 -0.2701 0.1550 -0.0446
N 1.059 1.631 -0.757 0.2273 0.1690 -0.0007
N -0.750 2.938 1.456 0.0577 -0.1705 0.1288
C -1.554 2.094 1.449 -0.1131 0.4084 -0.0536
H 0.114 3.450 1.486 0.0008 -0.0423 -0.0448
```
Forces are in eV/Å.

Multiplicity = 1
Charge = -2
Orbital gap = 4.40 eV



[3]
Here is 2 unconnected molecules or ions with the total composition C3H7I2NO at a distorted geometry from OMol25. Energies are from ωB97M-V/def2-TZVPD.

Geometry as XYZ:
```
14
Properties=species:S:1:pos:R:3:forces:R:3
C 0.126 -1.257 -1.753 1.6108 3.2447 -1.0766
C 0.187 2.229 1.250 -0.3523 1.4156 -1.1026
C -0.694 -1.586 -0.613 -0.0845 -0.1774 0.7296
N 0.618 -0.175 1.191 0.1837 2.4476 -0.5719
O 0.037 1.007 1.781 0.4304 -3.0271 0.8119
I -0.919 2.576 -0.652 -0.2347 -0.1302 0.3052
I -0.576 -3.418 0.223 0.0512 -0.8941 0.3275
H -0.041 -0.120 -1.969 0.2732 -1.8061 0.4127
H -0.191 -1.719 -2.718 0.6812 -0.2723 0.7831
H 1.278 -1.282 -1.494 -2.1507 -0.4948 -0.8198
H 1.127 2.597 0.841 0.3994 -0.7257 0.6837
H -0.242 2.918 1.999 0.2009 -0.2600 -0.6269
H -1.334 -0.940 -0.063 -0.4658 0.5034 -0.1513
H 0.623 -0.829 1.977 -0.5427 0.1765 0.2953
```
Forces are in eV/Å.

Multiplicity = 1
Orbital gap (spin up / spin down) = 6.79 / 9.58 eV



Calculated relative energy (zero: lowest compared OMol25 entry of this formula, charge and spin) in order - 3.088 1.765 5.859 eV
Calculated DFT total energy in order - -1146.889449 -3815.996049 -843.681554 a.u.